C4H9NO2 | ωB97M-V/def2-TZVPD

CARTESIAN COORDINATES (ANGSTROEM)
O -2.080 -0.332 -2.655
C -1.204 -0.448 -1.824
N -0.305 0.579 -1.653
C 0.760 0.511 -0.652
C 0.281 0.814 0.767
C -0.061 -0.487 1.534
O 1.089 -1.332 1.482
H -1.013 -1.328 -1.198
H -0.401 1.501 -2.070
H 1.173 -0.547 -0.637
H 1.567 1.099 -1.109
H -0.621 1.404 0.588
H 0.866 1.483 1.395
H -0.350 -0.183 2.542
H -0.901 -1.075 1.110
H 1.201 -1.659 2.380

As for the highest occupied orbital energy: -0.3506 Ha. The value obtained for the energy above the lowest of the compared OMol25 structures with the same formula, charge and spin is 36.8 kcal/mol. As for the molar mass: 103.12 g mol⁻¹. Its SMILES is O=CNCCCO. Its total energy is -363.0269 Eh. The value obtained for the HOMO-LUMO gap is 10.24 eV.